ORCA calculation (wB97M-V/def2-TZVPD) on a molecular structure, C21H19BrN3O3PdSbSe4.

Summary:
LUMO energy (alpha / beta) = 0.124 / 0.086 eV
net charge = -1
2S+1 = 2
HOMO-LUMO gap (alpha / beta) = 4.76 / 4.63 eV
energy relative to the best compared isomer or geometry (same formula, charge and spin) = 171.5 kcal/mol

Each line ends with the Mulliken charge.
Cartesian coordinates (Å):
Pd: 0.25913 -1.09870 -0.93298  -0.166
O: 1.60956 0.16652 0.31760  -0.315
C: 1.82082 0.39972 1.58014  0.441
C: 2.64352 1.48782 1.93811  -0.589
C: 2.94846 1.74879 3.25078  -0.378
C: 2.46261 0.94193 4.27025  -0.712
C: 1.61925 -0.10362 3.95387  -0.635
C: 1.27986 -0.37528 2.63830  0.367
C: 0.24733 -1.43432 2.34841  -0.592
O: 0.46956 -2.13364 1.19009  -0.469
N: -1.08483 -0.78645 2.25126  -0.389
N: -1.32081 -0.19908 1.08845  0.239
C: -2.23977 0.67959 0.91553  -0.461
C: -2.42550 1.22702 -0.38483  0.406
Br: -1.24245 0.48759 -1.59666  0.070
C: -3.30209 2.14351 -0.80834  -0.737
C: -4.30934 2.73323 0.06871  0.362
C: -3.98828 3.27053 1.31413  -0.533
C: -4.98125 3.74876 2.14739  -0.515
C: -6.30633 3.70485 1.74661  -0.430
C: -6.63508 3.17699 0.50857  -0.467
C: -5.64548 2.70958 -0.33263  -0.442
H: 0.83966 -1.44126 0.58868  0.552
H: 3.03227 2.10783 1.14164  0.437
H: 3.57959 2.59488 3.48347  0.373
H: 2.74099 1.13052 5.29474  0.371
H: 1.20690 -0.73298 4.73507  0.331
H: 0.15937 -2.16460 3.16871  0.381
H: -1.46143 -0.36232 3.09860  0.287
H: -2.87389 1.00581 1.74490  0.444
H: -3.35192 2.39514 -1.86357  0.465
H: -2.95252 3.34092 1.62289  0.599
H: -4.71616 4.15332 3.11370  0.372
H: -7.07855 4.07776 2.40189  0.373
H: -7.66847 3.12977 0.19775  0.371
H: -5.90183 2.29632 -1.29908  0.428
O: 1.55416 -3.01307 -1.06215  -0.769
N: 2.68138 -3.18207 -1.66875  0.433
C: 2.68986 -3.44357 -2.99011  -0.365
C: 3.86367 -3.74659 -3.63841  -1.076
C: 5.05918 -3.72125 -2.93412  -0.134
C: 5.03646 -3.37563 -1.59027  -0.763
C: 3.83400 -3.11892 -0.97453  -0.033
H: 1.71956 -3.38030 -3.47784  0.903
H: 3.83187 -3.96620 -4.69636  0.506
H: 5.99063 -3.93755 -3.42894  0.401
H: 5.94538 -3.30618 -1.01333  0.379
H: 3.74207 -2.85714 0.07057  0.459
Se: -0.58239 -0.58555 -6.88899  -0.504
Sb: 1.29790 -0.61356 -5.30994  0.624
Se: 2.62629 -2.36377 -6.48778  -0.397
Se: 2.69130 1.33585 -5.86438  -0.531
Se: 0.58580 -0.75098 -2.94682  0.024

=====

ORCA calculation (wB97M-V/def2-TZVPD) on a molecular structure, C27H31B2F4N10O5S6Y.

Summary:
LUMO energy = -1.001 eV
HOMO-LUMO gap = 6.92 eV
energy relative to the best compared isomer or geometry (same formula, charge and spin) = 6.6 kcal/mol

Each line ends with the Mulliken charge.
Cartesian coordinates (Å):
Y: 0.82129 -0.28873 0.43300  -1.184
C: 0.50081 -4.26205 -2.16493  -2.232
C: 0.26410 -3.06047 -1.31789  0.429
N: 1.13433 -2.16655 -1.04729  2.725
O: 2.42076 -2.36598 -1.47584  -0.728
B: 3.23456 -3.16306 -0.47284  0.805
F: 4.47284 -3.32067 -1.02402  -0.346
F: 2.56606 -4.36941 -0.22458  -0.383
O: 3.40410 -2.45302 0.83538  -0.788
N: 2.22656 -2.11940 1.41512  1.034
C: 2.10312 -2.38373 2.66208  0.218
C: 3.14345 -3.05245 3.49294  -1.939
C: 0.77528 -2.02627 3.24290  0.456
N: 0.08365 -1.20823 2.54646  2.089
O: -1.21182 -0.96762 2.93516  -0.804
B: -2.18704 -1.90557 2.28876  0.928
F: -1.78285 -3.22637 2.49880  -0.417
F: -3.41991 -1.60071 2.80706  -0.367
O: -2.27995 -1.66622 0.80586  -0.930
N: -1.09046 -1.87898 0.16900  1.771
C: -1.05653 -2.85391 -0.65444  -0.514
C: -2.17920 -3.80864 -0.88019  -2.056
C: 0.32809 -2.65202 4.51645  -2.197
H: 1.48205 -4.20861 -2.62477  0.421
H: 0.46201 -5.16437 -1.55410  0.335
H: -0.27591 -4.33475 -2.92891  0.496
H: 4.03651 -3.22160 2.90136  0.451
H: 3.38588 -2.42831 4.35549  0.371
H: 2.77276 -4.00737 3.86933  0.342
H: -3.08879 -3.42983 -0.42679  0.457
H: -2.33515 -3.98652 -1.94476  0.460
H: -1.93269 -4.76655 -0.41681  0.337
H: 1.07241 -2.46804 5.29317  0.566
H: -0.63197 -2.24703 4.81724  0.363
H: 0.23319 -3.73094 4.38609  0.315
S: 0.81823 2.02310 3.80262  -0.283
C: -0.71256 2.13491 2.89443  0.305
N: -1.73169 1.92496 3.63193  -0.491
N: -2.98047 2.22245 3.28484  -0.062
C: -3.50097 2.34280 1.94792  -0.055
C: -4.25114 3.46167 1.62519  -0.366
C: -4.81877 3.56332 0.36047  -0.679
C: -4.62005 2.55991 -0.57713  -0.713
C: -3.86161 1.44324 -0.24478  -0.530
C: -3.31241 1.32713 1.02144  -0.084
N: -0.77828 2.80808 1.65552  -0.716
N: -0.00868 2.44523 0.75357  0.855
C: -0.10832 3.28654 -0.40764  -0.264
C: 1.02101 3.42672 -1.19764  0.542
C: 0.96416 4.22572 -2.32794  -0.952
C: -0.22488 4.85098 -2.67693  -0.539
C: -1.35439 4.69329 -1.88266  -0.758
C: -1.29958 3.91963 -0.73642  0.065
H: -3.62560 1.81876 3.94702  0.267
H: -4.38281 4.24630 2.35884  0.463
H: -5.41029 4.43389 0.10806  0.382
H: -5.05658 2.64580 -1.56380  0.422
H: -3.70503 0.64810 -0.96279  0.397
H: -2.75829 0.44176 1.29783  1.009
H: 1.93141 2.91320 -0.92712  -0.105
H: 1.84909 4.35279 -2.93793  0.461
H: -0.27258 5.46226 -3.56881  0.409
H: -2.28379 5.17533 -2.15700  0.425
H: -2.16925 3.78671 -0.10892  0.329
O: 5.19032 5.39441 1.34604  -0.558
C: 4.59879 4.35562 1.30207  0.621
S: 3.56073 3.75755 2.61609  -0.106
C: 3.10486 2.27928 1.80353  0.492
C: 3.58438 2.02279 0.57414  -0.446
S: 3.31959 0.59602 -0.39351  -0.354
S: 4.64785 3.24453 -0.08617  -0.067
S: 2.21858 1.02790 2.66648  0.066
C: 2.70858 -0.62114 -4.02365  -1.205
N: 1.73159 0.05346 -3.18973  0.251
C: 0.43563 -0.22821 -3.16176  -0.068
S: -0.60236 0.46323 -1.98400  -0.013
N: -0.04695 -1.04991 -4.10055  0.001
C: -1.44671 -1.41607 -4.22544  -0.832
H: 3.69598 -0.36027 -3.65205  0.344
H: 2.62864 -0.30130 -5.06514  0.375
H: 2.60602 -1.70536 -3.94141  0.335
H: 2.08421 0.61244 -2.41896  -0.176
H: 0.58250 -1.36569 -4.81970  0.280
H: -1.84975 -1.68746 -3.25148  0.170
H: -1.51436 -2.26730 -4.89977  0.339
H: -2.04560 -0.59513 -4.62062  0.333

=====

ORCA calculation (wB97M-V/def2-TZVPD) on 8 unconnected molecules or ions with the total composition C44H94F12N2O14P2S4.

Summary:
LUMO energy = -0.871 eV
HOMO-LUMO gap = 6.23 eV

Each line ends with the Mulliken charge.
Cartesian coordinates (Å):
C: -2.40922 -1.28676 -3.44815  -0.668
C: -1.21242 -0.73332 -2.73003  0.497
O: -1.00545 0.50269 -2.52047  -0.527
N: -0.13681 -1.76895 -2.26603  0.837
H: -0.60245 -2.27491 -1.52625  0.450
H: 0.03105 -2.50513 -2.93682  0.392
C: 1.20485 -1.15731 -1.93857  -0.843
H: -2.51789 -2.36979 -3.39039  0.270
H: -2.23148 -1.25011 -4.52294  0.332
H: -3.32206 -0.82744 -3.06887  -0.013
H: 1.03350 -0.47208 -1.10839  0.135
H: 1.57415 -0.56266 -2.77410  0.169
H: 1.93954 -1.88342 -1.59061  0.446
C: -4.85667 1.94940 -3.67250  -0.707
N: -6.31656 1.64763 -3.13163  0.393
C: -7.16994 1.24349 -4.35358  -0.705
C: -6.27371 0.50872 -2.13842  -0.940
C: -6.89379 2.93604 -2.51428  -0.693
C: -8.27572 2.93747 -1.71691  -0.660
O: -9.28061 2.05025 -2.29151  -0.451
H: -4.21463 2.17436 -2.82086  0.389
H: -4.83781 2.73131 -4.43169  0.330
H: -4.51744 1.05546 -4.19585  0.141
H: -7.54725 2.15278 -4.82148  0.291
H: -8.03134 0.63741 -4.07294  0.345
H: -6.61652 0.70241 -5.12109  0.264
H: -7.29237 0.39261 -1.76833  0.430
H: -5.56147 0.63117 -1.32245  0.260
H: -6.10856 -0.38509 -2.74001  0.338
H: -6.93627 3.67321 -3.31608  0.489
H: -6.09799 3.32228 -1.87740  0.415
H: -8.76791 3.89647 -1.55517  0.486
H: -8.02277 2.69216 -0.68543  0.290
H: -10.04794 2.62657 -2.26607  0.317
C: -2.43822 1.27282 0.37638  -0.656
C: -1.68053 1.72937 1.69669  -0.865
C: -1.72137 0.73000 2.81211  -0.353
C: -1.10373 -0.68557 2.50068  -0.807
P: -1.11678 -1.89501 3.93552  0.930
C: -0.43068 -1.26846 5.33693  -0.936
C: 0.88882 -0.44804 5.09118  -0.182
C: 1.64524 -0.24201 6.44668  -0.725
C: 0.95987 0.77611 7.33174  -1.164
C: -2.88658 -2.36024 4.45378  -1.368
C: -3.92023 -1.27144 4.60465  -0.709
C: -5.22226 -1.90546 5.10395  -0.562
C: -6.31624 -0.77634 5.05241  -1.357
C: -0.21642 -3.43562 3.43063  -0.227
C: -0.38384 -4.64922 4.46085  -1.157
C: -0.00732 -5.96882 3.72601  -0.026
C: -0.33016 -7.20900 4.64400  -1.356
H: -1.98817 0.32667 0.07581  -0.099
H: -2.16228 1.91372 -0.46100  0.417
H: -3.49746 1.12029 0.58337  0.249
H: -2.04216 2.67782 2.09387  0.424
H: -0.61804 1.87149 1.49916  0.236
H: -2.70885 0.59067 3.25207  0.108
H: -1.10641 1.17827 3.59248  0.137
H: -0.09608 -0.63829 2.08776  0.630
H: -1.70355 -1.23051 1.77173  0.501
H: -0.22663 -2.07462 6.04159  0.502
H: -1.18833 -0.65958 5.83023  0.496
H: 0.73781 0.54769 4.67424  -0.135
H: 1.52387 -0.94337 4.35671  0.559
H: 2.63520 0.15008 6.21359  0.380
H: 1.72934 -1.19489 6.96919  0.450
H: 1.21051 0.69694 8.38958  0.398
H: -0.10284 0.53734 7.37350  0.291
H: 0.97613 1.79188 6.93671  0.250
H: -2.74276 -2.82333 5.42998  0.711
H: -3.27767 -3.14439 3.80550  0.718
H: -4.12820 -0.84148 3.62487  0.270
H: -3.61486 -0.46254 5.26838  0.371
H: -5.34226 -2.25953 6.12783  0.399
H: -5.53204 -2.75658 4.49755  0.396
H: -6.36196 -0.21491 4.11923  0.321
H: -5.92132 -0.04120 5.75363  0.341
H: -7.34461 -1.09175 5.22868  0.391
H: 0.81799 -3.14341 3.24973  0.801
H: -0.64499 -3.78820 2.49248  -0.383
H: -1.40738 -4.71343 4.83009  0.384
H: 0.28896 -4.59316 5.31659  0.404
H: 1.06021 -5.82878 3.55609  0.390
H: -0.68383 -5.92871 2.87231  0.136
H: -1.21817 -7.81440 4.46216  0.351
H: -0.11857 -6.97531 5.68740  0.323
H: 0.44880 -7.94119 4.43127  0.402
C: 6.76900 -1.55895 0.18663  -1.147
C: 6.95352 -0.09182 -0.03137  -0.756
C: 5.78742 0.92282 0.20585  -0.382
C: 6.11933 2.34470 -0.32702  -1.125
P: 4.74523 3.57375 0.00859  0.706
C: 5.25697 5.21198 -0.63447  -0.781
C: 6.75714 5.50177 -0.20390  -0.746
C: 7.21162 6.95655 -0.35086  -0.725
C: 7.55256 7.41506 -1.75176  -1.195
C: 3.06533 3.10061 -0.76513  -0.874
C: 3.07728 2.94185 -2.31820  -0.830
C: 1.71628 3.30734 -3.04107  -0.329
C: 1.65464 2.80114 -4.54526  -1.264
C: 4.54533 3.83706 1.86076  -1.225
C: 3.47333 2.81036 2.35727  0.120
C: 3.25050 2.92811 3.88739  -0.242
C: 2.69665 4.32775 4.33970  -1.253
H: 7.53840 -1.82286 0.91222  0.318
H: 6.84580 -2.13247 -0.73710  0.157
H: 5.80435 -1.82184 0.62073  0.379
H: 7.36914 0.05926 -1.02762  0.497
H: 7.81513 0.25154 0.54120  0.418
H: 5.54420 0.80823 1.26217  0.044
H: 4.87100 0.62794 -0.30533  0.399
H: 6.31109 2.33080 -1.39993  0.610
H: 6.97466 2.87620 0.09012  0.699
H: 4.47823 5.91539 -0.33972  0.571
H: 5.26024 5.26297 -1.72327  0.539
H: 7.51239 4.84291 -0.63238  0.416
H: 6.82346 5.31902 0.86862  0.353
H: 8.12264 7.03451 0.24247  0.355
H: 6.48037 7.61546 0.11735  0.366
H: 6.65783 7.42463 -2.37424  0.290
H: 8.26619 6.65579 -2.07164  0.309
H: 7.89489 8.44574 -1.84464  0.381
H: 2.41850 3.90333 -0.41106  0.542
H: 2.76338 2.14862 -0.32851  0.560
H: 3.36168 1.95149 -2.67370  0.416
H: 3.83807 3.58927 -2.75425  0.352
H: 1.49431 4.37298 -2.98411  0.351
H: 0.98549 2.83299 -2.38605  0.221
H: 0.68088 2.87999 -5.02864  0.370
H: 1.88577 1.74021 -4.64072  0.231
H: 2.34030 3.32655 -5.21003  0.385
H: 4.25893 4.87440 2.03402  0.581
H: 5.51612 3.71398 2.34090  0.533
H: 3.77958 1.76519 2.31323  0.029
H: 2.49758 3.08098 1.95384  0.125
H: 4.19747 2.74524 4.39525  0.540
H: 2.55697 2.14168 4.18512  -0.228
H: 2.59123 4.46775 5.41551  0.402
H: 1.65828 4.24245 4.01938  0.305
H: 3.17631 5.14992 3.80857  0.314
C: -3.84233 -4.83914 -0.67288  0.446
F: -3.50875 -5.43711 -1.81238  -0.168
F: -4.61885 -3.79402 -0.92826  -0.171
F: -4.50704 -5.64412 0.21519  -0.224
S: -2.25409 -4.27917 0.22419  1.111
O: -1.57098 -5.55160 0.59833  -0.720
O: -1.54241 -3.41881 -0.76194  -1.077
O: -2.70866 -3.52435 1.38786  -0.642
C: 4.00395 -4.99843 -3.75752  0.534
F: 2.74607 -4.82671 -4.14676  -0.211
F: 4.13090 -6.12518 -3.18700  -0.228
F: 4.77855 -4.98679 -4.82855  -0.229
S: 4.59061 -3.44408 -2.73853  1.122
O: 3.99092 -2.25377 -3.35263  -0.547
O: 4.21832 -3.61387 -1.29426  -0.722
O: 6.02480 -3.42650 -2.96031  -0.697
C: -4.89829 -3.76155 -4.88436  0.553
F: -5.05665 -3.40095 -3.57552  -0.174
F: -3.64054 -4.13914 -5.06197  -0.213
F: -5.55198 -4.87532 -5.17338  -0.259
S: -5.39905 -2.24103 -6.01446  1.116
O: -6.80260 -2.04771 -5.77122  -0.687
O: -4.61916 -1.07026 -5.69464  -0.611
O: -5.09341 -2.73594 -7.40426  -0.713
C: 1.65728 -2.73618 -7.26602  0.361
F: 2.88230 -3.09104 -6.86537  -0.183
F: 1.56543 -1.94807 -8.35975  -0.194
F: 1.01378 -3.88672 -7.45450  -0.208
S: 0.80218 -1.77924 -5.73436  1.181
O: 1.80223 -0.78548 -5.38403  -0.692
O: -0.41326 -1.17907 -6.19143  -0.707
O: 0.57072 -2.78825 -4.67742  -0.729

=====

| no. | maximum force (eV/A) | E (hartree) |
| --- | --- | --- |
| 1 | 7.223 | -13749.27230 |
| 2 | 0.313 | -4848.22726 |
| 3 | 5.534 | -6369.40853 |